No. 1
C26H35CsGeN2O10S4Se | wB97M-V/def2-TZVPD

Geometry as XYZ:
```
80
Properties=species:S:1:pos:R:3:lowdin_charge:R:1
Cs 0.198 0.534 0.794 1.23
O 1.882 -1.752 0.545 -0.51
S 3.045 -1.511 1.398 0.40
O 3.438 -2.693 2.153 -0.36
O 2.902 -0.312 2.211 -0.40
C 4.464 -1.249 0.269 -0.18
C 5.628 -1.864 0.735 -0.08
C 6.825 -1.799 0.044 -0.10
C 6.883 -1.110 -1.153 -0.10
C 5.742 -0.490 -1.633 -0.08
C 4.528 -0.540 -0.948 -0.19
S 3.194 0.377 -1.795 0.41
O 2.370 -0.632 -2.450 -0.35
O 3.878 1.249 -2.735 -0.36
O 2.551 1.107 -0.707 -0.52
H 5.560 -2.415 1.662 0.10
H 7.704 -2.292 0.445 0.09
H 7.807 -1.045 -1.717 0.09
H 5.757 0.073 -2.556 0.10
C -4.091 2.193 8.089 -0.07
C -3.833 2.009 6.612 -0.29
C -4.791 1.431 5.786 -0.05
C -4.529 1.219 4.438 -0.05
C -3.301 1.590 3.907 -0.26
C -2.344 2.182 4.717 -0.05
C -2.614 2.387 6.061 -0.05
S -2.928 1.201 2.205 0.37
O -2.155 2.347 1.730 -0.44
O -2.154 -0.032 2.326 -0.49
O -4.206 1.031 1.541 -0.34
H -5.161 2.198 8.301 0.07
H -3.661 3.128 8.449 0.07
H -3.638 1.377 8.658 0.08
H -5.751 1.141 6.200 0.10
H -5.260 0.774 3.776 0.11
H -1.395 2.475 4.286 0.12
H -1.865 2.842 6.701 0.11
N -0.139 -2.355 6.255 0.14
C -0.450 -2.559 5.167 -0.16
C -0.873 -2.866 3.817 -0.22
C 0.037 -3.021 2.783 0.00
C -0.463 -3.336 1.525 -0.13
N -1.759 -3.508 1.261 0.08
C -2.619 -3.327 2.266 -0.15
C -2.230 -3.007 3.550 -0.03
H 1.102 -2.889 2.926 0.10
H 0.228 -3.420 0.696 0.10
H -3.668 -3.431 2.016 0.10
H -2.959 -2.844 4.331 0.12
C -0.343 -2.526 -3.523 -0.26
S -1.117 -0.905 -3.443 0.81
C -1.528 -1.008 -1.692 -0.30
O -2.438 -0.970 -4.162 -0.59
H -1.050 -3.279 -3.177 0.06
H 0.545 -2.452 -2.890 0.04
H -0.052 -2.700 -4.557 0.05
H -0.630 -1.243 -1.122 -0.01
H -2.264 -1.792 -1.511 0.07
H -1.961 -0.051 -1.394 0.01
C -4.054 1.870 -2.134 -0.19
Ge -3.502 3.730 -2.298 0.75
C -3.509 4.667 -0.588 -0.21
C -4.793 4.691 -3.438 -0.24
C -1.801 3.859 -3.270 -0.64
Se -0.232 2.962 -2.519 0.86
C 0.032 4.054 -0.923 -0.41
H -5.119 1.775 -2.349 0.02
H -3.887 1.518 -1.115 0.01
H -3.503 1.248 -2.842 0.00
H -4.540 4.809 -0.259 0.02
H -3.039 5.647 -0.691 0.02
H -2.996 4.077 0.168 -0.01
H -5.780 4.648 -2.970 0.01
H -4.861 4.234 -4.427 0.01
H -4.513 5.740 -3.550 0.01
H -1.543 4.892 -3.508 0.01
H -1.945 3.339 -4.221 0.01
H -0.689 3.829 -0.140 -0.01
H -0.042 5.107 -1.194 0.02
H 1.037 3.848 -0.556 0.02
```

Computed properties:
LUMO ... 3.8 eV
Relative energy (zero: lowest compared OMol25 entry of this formula, charge and spin) ... 0.00 kJ/mol
HOMO energy ... -3.66 eV
Net charge ... -2
DFT total energy ... -216740.5525 eV

No. 2
C26H35N2O2P2PdTe | wB97M-V/def2-TZVPD

Geometry as XYZ:
```
69
Properties=species:S:1:pos:R:3:lowdin_charge:R:1
Pd 0.952 0.378 0.019 0.14
C -1.264 -2.377 -0.157 -0.29
P 0.539 -2.223 0.247 0.86
C 0.766 -3.944 0.933 -0.28
C 1.326 -2.531 -1.389 -0.47
C 0.805 -3.453 -2.286 -0.11
C 1.411 -3.672 -3.512 -0.09
C 2.571 -2.993 -3.834 -0.10
C 3.105 -2.078 -2.944 -0.11
C 2.484 -1.822 -1.730 -0.46
P 3.064 -0.521 -0.581 0.80
C 4.094 0.573 -1.646 -0.29
C 4.416 -1.520 0.212 -0.26
H -1.637 -3.384 0.024 0.03
H -1.431 -2.078 -1.194 -0.01
H -1.805 -1.683 0.489 0.01
H 0.379 -4.711 0.263 0.02
H 0.235 -3.971 1.884 0.03
H 1.823 -4.133 1.116 0.02
H -0.101 -3.990 -2.043 0.10
H 0.970 -4.367 -4.214 0.10
H 3.060 -3.167 -4.783 0.10
H 4.000 -1.545 -3.224 0.09
H 4.946 0.058 -2.085 0.02
H 4.467 1.389 -1.022 0.04
H 3.457 0.990 -2.427 0.02
H 5.051 -1.972 -0.550 0.03
H 3.960 -2.302 0.820 0.03
H 5.010 -0.872 0.857 0.03
O -4.064 -2.946 4.185 -0.06
C -4.011 -1.601 4.537 -0.28
N -3.063 -0.855 3.741 0.09
C -1.758 -1.278 3.711 -0.44
O -1.459 -2.314 4.307 0.02
C -0.790 -0.437 3.022 -0.18
C 0.576 -0.593 3.376 -0.07
C 1.504 0.250 2.839 -0.13
C 1.090 1.230 1.907 -0.35
N -0.221 1.377 1.545 -0.02
C -1.101 0.531 2.070 -0.14
H -3.133 -3.240 4.237 0.07
H -3.717 -1.503 5.601 0.13
H -5.011 -1.182 4.401 0.12
H -3.367 -0.075 3.185 0.12
H 0.837 -1.355 4.096 0.11
H 2.549 0.198 3.125 0.10
H 1.712 2.125 1.769 0.10
H -2.125 0.673 1.727 0.11
C -2.670 6.139 -1.138 -0.07
C -2.076 4.761 -1.227 -0.29
C -2.870 3.647 -1.449 -0.04
C -2.315 2.397 -1.670 -0.34
C -3.229 1.228 -1.883 -0.11
C -0.927 2.245 -1.709 -0.52
Te -0.024 0.400 -2.356 0.88
C -0.120 3.341 -1.383 -0.33
C 1.376 3.221 -1.297 -0.13
C -0.705 4.574 -1.143 -0.04
H -3.724 6.092 -0.875 0.06
H -2.587 6.645 -2.103 0.07
H -2.151 6.750 -0.401 0.07
H -3.948 3.753 -1.466 0.10
H -4.274 1.530 -1.840 0.06
H -3.054 0.472 -1.116 0.06
H -3.016 0.771 -2.848 0.04
H 1.653 2.371 -0.635 0.00
H 1.825 4.131 -0.898 0.07
H 1.810 3.024 -2.281 0.06
H -0.075 5.422 -0.903 0.11
```

Computed properties:
LUMO ... 2.7 eV
Relative energy (zero: lowest compared OMol25 entry of this formula, charge and spin) ... 66.44 kJ/mol
HOMO energy ... -3.11 eV
Net charge ... -1
DFT total energy ... -63958.4663 eV

No. 3
C26H35N7O4 | wB97M-V/def2-TZVPD

Geometry as XYZ:
```
72
Properties=species:S:1:pos:R:3:lowdin_charge:R:1
H 3.167 -0.719 -1.498 0.05
N 2.372 -0.108 -1.626 0.14
C 1.878 0.439 -0.584 -0.29
C 0.716 1.305 -0.704 -0.05
C 0.008 1.580 -1.999 -0.46
O -1.029 2.228 -2.013 0.04
N 0.589 1.091 -3.106 0.07
C -0.038 1.189 -4.398 -0.14
C -0.998 0.009 -4.682 -0.17
N -2.245 0.505 -5.231 -0.17
C -3.159 1.046 -4.232 -0.15
C -3.940 -0.046 -3.492 -0.18
O -4.614 -0.913 -4.386 -0.14
C -3.712 -1.499 -5.298 -0.20
C -2.960 -0.421 -6.090 -0.17
C 0.174 1.886 0.398 0.07
C 0.716 1.675 1.686 -0.06
C 0.127 2.274 2.842 -0.35
O -0.843 3.001 2.887 0.09
N 0.804 1.943 4.071 0.11
C 0.314 2.477 5.223 0.02
C 0.876 2.235 6.437 -0.25
C 0.327 2.830 7.693 -0.04
C 2.016 1.391 6.479 -0.01
C 2.512 0.853 5.334 0.02
C 1.908 1.122 4.078 -0.24
N 2.413 0.585 2.994 0.17
C 1.838 0.845 1.808 -0.21
N 2.399 0.279 0.711 0.05
C 3.548 -0.576 0.953 -0.13
C 3.155 -1.957 1.487 -0.15
C 2.201 -2.727 0.573 -0.20
N 0.902 -2.090 0.433 -0.17
C 0.187 -2.590 -0.732 -0.16
C -1.158 -1.877 -0.864 -0.19
O -1.943 -2.042 0.291 -0.12
C -1.263 -1.535 1.411 -0.18
C 0.073 -2.249 1.616 -0.15
H 1.402 0.493 -2.951 0.08
H -0.617 2.115 -4.423 0.12
H 0.741 1.242 -5.159 0.12
H -0.547 -0.669 -5.410 0.12
H -1.134 -0.552 -3.743 0.11
H -2.601 1.641 -3.508 0.10
H -3.865 1.694 -4.759 0.13
H -4.712 0.397 -2.863 0.13
H -3.262 -0.632 -2.853 0.11
H -4.313 -2.123 -5.962 0.12
H -2.993 -2.137 -4.758 0.12
H -2.262 -0.883 -6.791 0.12
H -3.691 0.165 -6.657 0.12
H -0.699 2.513 0.292 0.14
H -0.555 3.104 5.080 0.14
H 0.041 2.043 8.389 0.09
H 1.083 3.445 8.179 0.09
H -0.542 3.446 7.482 0.08
H 2.480 1.184 7.431 0.12
H 3.375 0.209 5.326 0.12
H 4.129 -0.672 0.034 0.11
H 4.170 -0.079 1.701 0.12
H 2.710 -1.828 2.473 0.09
H 4.067 -2.545 1.606 0.12
H 2.099 -3.758 0.959 0.12
H 2.642 -2.795 -0.426 0.11
H 0.787 -2.387 -1.622 0.11
H 0.011 -3.678 -0.655 0.13
H -1.732 -2.306 -1.687 0.12
H -0.986 -0.806 -1.050 0.11
H -1.918 -1.696 2.269 0.13
H -1.085 -0.457 1.284 0.12
H 0.581 -1.812 2.478 0.11
H -0.119 -3.318 1.826 0.13
```

Computed properties:
LUMO ... -0.6 eV
Structure (SMILES) ... [H]/N=c1/c(C(=O)NCCN2CCOCC2)cc2c(=O)n3cc(C)ccc3nc2n1CCCN1CCOCC1
Relative energy (zero: lowest compared OMol25 entry of this formula, charge and spin) ... 15.92 kJ/mol
HOMO energy ... -7.68 eV
DFT total energy ... -46151.5723 eV

> Which of these has the lowest relative energy (zero: lowest compared OMol25 entry of this formula, charge and spin)?

C26H35CsGeN2O10S4Se